Below is 13 unconnected molecules or ions with the total composition C28H79N8O14 at a distorted geometry, with properties calculated with ωB97M-V/def2-TZVPD.

Last column: Mulliken charge in e.
Positions of all 129 atoms, in Å:
C -0.6234 0.4416 -0.8088  1.28
C 0.5046 -0.3494 -0.1038  -0.87
O 0.7766 -1.4834 -0.5608  3.06
O 0.9956 0.1056 0.9432  3.01
H -1.3044 -0.2754 -1.2718  -1.23
H -0.2174 1.1816 -1.4738  -0.30
H -1.2314 0.8626 0.0022  -0.47
C -1.0054 -2.5154 2.2992  -0.54
O -0.4874 -3.1684 1.1592  -0.65
H -1.7854 -3.1074 2.7082  0.67
H -1.5334 -1.6324 2.0652  -0.22
H -0.1664 -2.2844 2.9782  0.21
H 0.0246 -2.5684 0.5652  -0.74
C -1.3204 -2.0254 -3.7668  0.29
O -1.5754 -2.7284 -4.9578  -0.85
N -0.1684 -1.9694 -3.2678  0.13
N -2.1514 -1.1754 -3.2738  0.33
H 0.5166 -2.7164 -3.7378  0.32
H 0.0316 -1.4874 -2.3438  -0.83
H -3.0734 -1.1884 -3.8298  0.30
H -2.4224 -1.2574 -2.2958  -0.75
C 2.8626 0.4406 3.6992  0.66
O 3.7446 0.7826 2.6622  -0.71
N 1.6306 -0.0264 3.5152  -0.14
N 3.2676 0.5016 4.9522  -0.35
H 1.3336 -0.1044 2.5102  -0.82
H 0.8726 0.0786 4.2572  0.40
H 4.1706 0.9366 5.0532  0.36
H 2.7336 0.3296 5.7202  0.13
C 1.7256 -4.8364 -1.0578  0.17
O 2.5156 -5.8994 -0.6498  -0.76
N 0.4046 -4.9044 -1.2088  -0.07
N 2.2596 -3.7324 -1.5248  0.06
H -0.0784 -5.7784 -0.9128  0.28
H -0.1814 -4.0444 -1.2128  -0.26
H 3.2966 -3.6754 -1.3758  0.33
H 1.7516 -2.7664 -1.4698  -0.77
C 0.9296 3.6806 1.3072  0.63
O 1.3046 4.9836 1.7202  -0.86
N 1.5156 2.5726 1.7302  0.76
N -0.0794 3.3946 0.5552  0.67
H 2.2736 2.5336 2.4262  0.23
H 1.4076 1.6856 1.2902  -1.48
H -0.8164 4.1016 0.3002  0.32
H -0.4324 2.4456 0.5932  -1.05
C 2.5366 2.9026 -3.5568  -1.66
C 2.1646 2.8646 -2.0678  2.53
C 3.3936 2.9186 -1.1068  -0.91
O 1.5106 3.8676 -1.7328  -0.61
H 3.4756 2.3226 -3.6608  0.30
H 2.8836 3.8586 -3.9868  0.44
H 1.7036 2.6836 -4.2158  0.19
H 1.5996 1.9606 -1.7828  -1.24
H 3.9506 3.9186 -1.1238  0.28
H 4.1156 2.1246 -1.4288  0.15
H 3.0786 2.6436 -0.1078  0.09
H 0.8646 3.6996 -1.0778  0.13
C 4.4346 0.0786 -0.0238  -1.73
C 4.0446 -1.0214 -0.9518  3.07
C 3.2566 -0.5704 -2.1688  -1.30
O 4.9446 -1.7224 -1.4538  -0.58
H 5.1276 0.7776 -0.4628  0.58
H 4.8246 -0.3664 0.8872  0.26
H 3.5306 0.5746 0.0992  -0.35
H 3.3386 -1.5964 -0.2858  -1.87
H 3.7666 -0.0064 -2.8508  0.90
H 2.3696 -0.0374 -1.8128  -0.19
H 2.9486 -1.4724 -2.7488  0.35
H 5.4296 -1.2284 -2.1248  0.52
C -1.2364 3.0566 -4.8768  -1.64
C -1.5574 2.4086 -3.5378  1.40
C -1.8194 3.4876 -2.4388  -0.31
O -2.4644 1.5286 -3.5488  -0.63
H -1.4434 2.4746 -5.7348  0.42
H -0.2254 3.4186 -4.8838  0.33
H -1.9084 3.9166 -5.0578  0.35
H -0.5814 1.9906 -3.3018  -0.28
H -2.7294 4.0886 -2.5558  0.56
H -1.0894 4.2656 -2.2498  0.56
H -1.7054 3.0536 -1.4558  -0.74
H -2.0064 0.6636 -3.4208  0.44
C -3.7084 2.2976 0.1252  -0.55
C -4.8974 1.5646 0.6412  0.31
C -5.8244 1.4846 -0.6028  -1.55
O -4.6854 0.3746 0.8842  -0.55
H -3.8544 3.1706 -0.4358  0.71
H -3.3264 1.5716 -0.6178  -0.19
H -2.8324 2.5726 0.7212  -0.19
H -5.3354 2.0626 1.5372  0.48
H -6.5344 0.6806 -0.5038  0.40
H -5.4004 1.3246 -1.5748  0.27
H -6.3294 2.4206 -0.7928  0.45
H -4.8824 0.1776 1.8022  0.25
C 4.6226 -2.5324 2.8202  -1.95
C 3.1606 -2.5874 2.4872  3.20
C 2.8076 -3.9284 1.7742  -1.64
O 2.3916 -2.5654 3.4512  -0.71
H 5.0526 -2.5604 1.8052  0.34
H 4.8846 -3.3904 3.4402  0.48
H 5.0276 -1.5754 3.2392  0.19
H 2.8426 -1.7634 1.7952  -1.38
H 1.8166 -3.9114 1.3842  0.06
H 3.0876 -4.7444 2.4152  0.45
H 3.4216 -4.0514 0.9292  0.39
H 2.1106 -1.5974 3.3992  0.38
C -5.0284 -2.8324 0.0762  -1.82
C -3.5824 -2.4354 -0.2628  1.78
C -3.0224 -3.4164 -1.3258  -1.53
O -3.4614 -1.3474 -0.8398  -0.19
H -5.1604 -2.2814 0.9892  0.38
H -5.1644 -3.9104 0.1862  0.38
H -5.7484 -2.5694 -0.6798  0.37
H -2.9794 -2.5314 0.6822  -0.65
H -1.9584 -3.2364 -1.3908  -0.25
H -3.5424 -3.2864 -2.2258  0.57
H -3.1624 -4.4514 -1.2158  0.69
H -3.8614 -0.7034 -0.2168  0.07
C -1.5124 0.8646 2.8372  0.98
C -1.3874 2.1136 3.7262  0.39
C -2.4814 2.2646 4.7612  -1.62
O -0.2514 2.3776 4.1722  -0.62
H -2.5024 0.9296 2.2892  -0.75
H -1.3964 0.0516 3.5662  0.65
H -0.6214 0.8176 2.1722  -0.37
H -1.5454 2.9546 3.0572  0.00
H -2.2244 1.6366 5.6592  0.34
H -3.4504 1.8706 4.4142  0.27
H -2.6784 3.3306 4.8802  0.45
H 0.3886 2.4056 3.4622  0.13

Forces on the atoms, in the same order (eV/Å):
0.0 -1.1 1.4
-1.0 -0.5 -0.5
-0.2 0.0 -0.4
0.1 0.3 -0.2
0.5 0.5 -0.2
-0.1 0.3 -0.3
0.2 0.3 -0.3
1.6 -0.1 -0.6
-0.3 -0.2 -0.5
-0.3 -1.1 0.8
-0.3 1.5 -0.6
-0.6 -0.2 0.2
-0.3 -0.2 0.8
-1.4 -4.7 -9.5
0.9 3.1 5.8
6.8 -2.8 1.3
-6.8 2.7 0.0
-1.8 2.4 1.9
0.2 -1.1 -1.4
1.9 0.0 1.1
0.2 0.0 0.0
4.4 1.7 -4.7
-4.8 -1.5 5.4
-2.5 0.2 -0.4
3.0 1.3 -1.4
0.1 0.2 0.8
1.7 -0.2 -1.4
0.0 -0.1 0.2
-1.7 -0.6 2.2
3.6 -6.0 1.4
-4.1 4.9 -2.0
-2.8 -1.0 0.7
2.2 4.0 -0.1
0.8 1.4 -0.2
1.0 -1.2 0.0
-1.6 0.0 -0.2
1.2 -2.6 0.1
4.1 7.4 4.8
-2.2 -6.9 -2.4
2.2 0.2 2.6
-5.0 0.9 -3.1
-0.2 0.7 -1.0
-0.5 -0.8 -0.7
1.6 -0.9 0.6
0.1 0.2 -0.1
1.4 0.0 -0.1
5.4 -4.9 -0.7
2.1 -1.1 -1.7
-5.5 8.4 0.3
-1.0 -0.5 -0.5
-0.3 0.3 1.1
0.0 -0.9 0.0
0.4 -0.5 -0.7
-1.1 -1.2 -0.1
-0.3 0.8 0.4
0.1 0.4 0.1
-0.9 -0.1 1.1
1.2 -0.8 -0.4
-6.8 4.0 2.1
-3.5 -1.3 1.7
7.9 -6.1 -2.4
0.6 0.2 -0.1
0.0 0.4 0.1
-1.3 1.1 1.2
0.6 -0.2 -0.9
1.8 1.9 -1.5
0.0 0.1 -0.7
0.0 0.5 0.5
0.1 -0.2 0.1
-1.4 1.9 0.1
5.4 6.0 0.4
0.5 0.6 0.2
-4.4 -5.5 0.2
0.1 -1.3 -0.7
0.4 0.2 -0.1
0.3 0.0 0.2
0.4 -0.3 0.6
-0.3 -0.7 0.0
0.9 0.3 -1.2
-1.0 -0.8 0.3
-1.2 0.0 -0.3
2.5 -1.0 -0.6
-3.1 9.4 -3.2
-1.4 1.6 0.2
2.7 -10.5 4.0
-1.0 1.2 -0.8
0.2 0.5 0.1
-0.4 -0.4 0.9
-0.3 0.3 -0.8
-0.5 -0.1 0.4
1.4 -0.4 -0.2
-0.6 0.4 0.3
0.3 -0.6 0.0
1.1 1.0 -1.2
3.9 -2.0 -8.1
1.8 1.3 -0.3
-6.8 3.0 8.6
0.7 -0.5 0.5
0.2 0.0 -0.1
-0.8 -0.7 0.0
1.0 -0.3 -0.4
-0.9 -0.2 0.4
-0.5 -0.5 0.5
1.0 -0.3 -1.3
-0.4 -2.0 1.7
0.6 -0.2 0.2
-0.1 -10.7 2.3
0.6 0.0 1.6
0.0 9.6 -2.4
-1.2 -0.1 0.6
0.3 0.1 0.5
-0.2 0.6 -0.4
-0.4 -0.1 -0.6
0.2 0.1 -0.5
-0.5 0.9 -1.6
0.0 -1.5 1.1
0.3 0.7 -0.8
0.1 0.5 0.7
-7.5 0.2 -4.7
-0.5 -1.2 0.4
7.9 0.3 4.8
1.3 -0.6 0.6
-0.5 -0.5 -0.5
-0.9 0.0 0.1
-1.3 0.4 -1.1
-0.2 1.1 -0.4
0.4 -0.1 -0.2
0.3 -0.1 0.9
0.6 0.2 -0.4

Results
HOMO energy = -6.30 eV
2S+1 = 1
total charge = -1

***

Below is 2 unconnected molecules or ions with the total composition C3H5N2 at a distorted geometry, with properties calculated with ωB97M-V/def2-TZVPD.

Last column: natural (NBO) charge in e.
Positions of all 10 atoms, in Å:
C 1.1480 -1.1780 -0.0006  -0.19
C 0.7920 0.0718 -0.3605  -0.28
C -0.4506 0.7570 -0.1884  -0.14
N -2.6172 -0.2097 -0.1270  0.35
N -1.5292 0.0030 -0.0967  0.08
H 2.1677 -1.6502 -0.0535  0.26
H 0.3932 -1.7843 0.4165  0.19
H 1.5579 0.6862 -0.7966  0.26
H -0.7315 1.5056 1.6304  0.17
H -0.7305 1.7985 -0.4236  0.32

Forces on the atoms, in the same order (eV/Å):
0.4 0.1 -0.1
1.8 0.6 -0.4
2.1 1.3 1.6
0.7 -1.0 0.2
-4.1 0.0 0.0
-1.2 1.0 -0.3
-0.7 -1.0 0.6
0.2 0.4 0.0
0.3 -0.6 -1.2
0.5 -0.7 -0.4

Results
HOMO energy (alpha / beta) = -14.86 / -15.22 eV
2S+1 = 1
total charge = +1

***

Below is a molecular structure, C30H20N3O4SSeW, with properties calculated with ωB97M-V/def2-TZVPD.

Last column: natural (NBO) charge in e.
Positions of all 60 atoms, in Å:
W 1.3250 1.0503 0.0934  1.63
O 1.6442 4.0868 2.4151  -0.84
S 1.5475 2.9113 1.6527  2.50
O 0.7783 1.7271 2.1727  -0.92
O 0.8643 3.0194 0.2436  -0.84
O 2.8236 2.2278 1.1882  -0.92
Se 3.5148 -2.0523 2.1975  1.15
N 4.9953 -2.0849 1.2389  -0.57
C 4.8567 -1.2091 0.2565  0.12
C 5.7679 -0.8818 -0.7933  -0.11
C 5.3654 0.0473 -1.7059  -0.26
C 4.0872 0.6736 -1.6239  0.16
N 3.2396 0.4022 -0.6678  -0.46
C 3.6156 -0.5206 0.2643  0.26
N 2.7446 -0.8095 1.1986  -0.66
H 6.7327 -1.3660 -0.8538  0.26
H 6.0109 0.3341 -2.5232  0.25
H 3.7751 1.4017 -2.3629  0.24
C -0.5243 -4.1898 -1.3713  -0.21
C 0.6425 -3.4237 -1.5523  -0.18
C 0.7620 -2.1895 -0.9715  -0.24
C -0.2682 -1.6408 -0.1694  0.01
C -0.1980 -0.3401 0.4473  -0.26
C -1.2984 0.1240 1.1402  -0.17
C -2.4850 -0.6307 1.2549  -0.21
C -2.5494 -1.8749 0.7079  -0.13
C -1.4497 -2.4072 -0.0164  -0.10
C -1.5475 -3.6831 -0.6222  -0.16
H -0.6099 -5.1644 -1.8323  0.23
H 1.4447 -3.8091 -2.1686  0.22
H 1.6538 -1.6111 -1.1674  0.19
H -1.2729 1.0905 1.6234  0.25
H -3.3257 -0.2136 1.7920  0.23
H -3.4431 -2.4790 0.8066  0.22
H -2.4606 -4.2493 -0.4825  0.22
C 0.8008 0.9390 -1.7309  -0.30
C 0.4303 0.8472 -2.9398  0.14
C 0.0193 0.6849 -4.1960  0.03
C 0.8732 1.1763 -5.2935  -0.10
C 1.6234 2.3425 -5.1281  -0.14
C 2.4491 2.7879 -6.1460  -0.22
C 2.5427 2.0665 -7.3294  -0.18
C 1.8037 0.9030 -7.4975  -0.19
C 0.9651 0.4601 -6.4885  -0.18
C -1.2679 0.0160 -4.4460  -0.12
C -1.7460 -0.9425 -3.5480  -0.11
C -2.9690 -1.5490 -3.7688  -0.22
C -3.7295 -1.1978 -4.8772  -0.17
C -3.2648 -0.2390 -5.7677  -0.21
C -2.0367 0.3655 -5.5586  -0.16
H 1.5252 2.9153 -4.2137  0.21
H 3.0080 3.7060 -6.0231  0.23
H 3.1861 2.4160 -8.1259  0.23
H 1.8803 0.3416 -8.4188  0.23
H 0.3918 -0.4491 -6.6139  0.23
H -1.1427 -1.2251 -2.6928  0.21
H -3.3270 -2.3009 -3.0782  0.22
H -4.6866 -1.6725 -5.0481  0.23
H -3.8618 0.0405 -6.6251  0.23
H -1.6814 1.1222 -6.2455  0.23

Forces on the atoms, in the same order (eV/Å):
0.0 0.1 -0.1
0.0 0.0 0.0
0.0 0.1 0.2
0.0 0.0 0.0
-0.1 0.0 0.0
-0.1 -0.1 0.0
0.1 0.0 0.0
-0.1 0.0 0.0
0.1 0.0 0.0
-0.1 0.0 0.0
0.1 -0.1 0.0
-0.1 0.1 0.0
0.0 -0.1 0.1
0.1 -0.1 0.0
0.0 0.1 -0.1
0.0 0.0 0.0
0.0 0.0 0.0
0.0 0.0 0.0
0.0 0.0 0.0
0.0 0.0 0.0
0.0 0.0 0.0
0.0 0.0 0.0
0.1 0.1 -0.1
0.0 0.1 0.1
0.0 0.0 0.0
0.0 0.0 0.0
0.0 0.0 0.0
0.0 0.0 0.0
0.0 0.0 0.0
0.0 0.0 0.0
0.0 0.0 0.0
0.0 0.0 0.0
0.0 0.0 0.0
0.0 0.0 0.0
0.0 0.0 0.0
0.1 -0.1 0.0
-0.1 0.1 0.0
0.0 0.0 0.0
0.0 0.0 0.0
0.0 0.0 0.0
0.0 0.0 0.0
0.0 0.0 0.0
0.0 0.0 0.0
0.0 0.0 0.0
0.0 0.0 0.0
0.0 0.0 0.0
0.0 0.0 0.0
0.0 0.0 0.0
0.0 0.0 0.0
0.0 0.0 0.0
0.0 0.0 0.0
0.0 0.0 0.0
0.0 0.0 0.0
0.0 0.0 0.0
0.0 0.0 0.0
0.0 0.0 0.0
0.0 0.0 0.0
0.0 0.0 0.0
0.0 0.0 0.0
0.0 0.0 0.0

Results
HOMO energy = -10.74 eV
2S+1 = 1
total charge = +1

***

Below is a molecular structure, C19H29N2ORu at a distorted geometry, with properties calculated with ωB97M-V/def2-TZVPD.

Last column: Löwdin spin population.
Positions of all 52 atoms, in Å:
C 0.7429 0.2242 -2.2594  0.39
H 0.9697 -0.8022 -2.5589  0.03
H 0.0275 0.6299 -2.9866  0.04
H -0.7163 -1.1980 -0.9653  0.04
C 2.0163 1.0631 -2.2135  0.09
H 1.8755 1.9334 -1.5608  0.01
H 2.8276 0.4754 -1.7668  0.00
C 2.4457 1.5451 -3.6094  0.05
H 3.3370 2.1816 -3.5553  0.01
H 2.6753 0.6954 -4.2627  0.00
H 1.6450 2.1234 -4.0857  0.00
C -1.5551 1.2827 1.2016  0.30
C -0.7530 2.2933 0.5350  0.16
C -1.1599 2.3430 -0.8279  0.19
C -2.1756 1.3365 -1.0349  0.22
C -2.4447 0.7146 0.2441  0.09
C -3.5247 -0.2880 0.5203  0.01
C -2.9478 1.1333 -2.3038  0.04
C -0.6852 3.3064 -1.8701  0.03
C 0.2370 3.1979 1.2060  0.03
C -1.5213 0.9806 2.6702  0.05
Ru -0.3426 0.2373 -0.4354  2.85
H -3.3514 0.1193 -2.3634  0.00
H -3.7891 1.8366 -2.3684  0.02
H -2.3149 1.2934 -3.1819  0.00
H -3.8195 -0.8142 -0.3908  0.00
H -3.1988 -1.0344 1.2492  0.00
H -4.4161 0.2105 0.9245  0.01
H -0.5321 1.1717 3.0951  0.00
H -2.2415 1.6100 3.2101  0.02
H -1.7768 -0.0636 2.8671  0.01
H 0.9224 3.6455 0.4817  0.00
H -0.2753 4.0144 1.7328  0.01
H 0.8363 2.6554 1.9422  0.00
H -0.6312 2.8383 -2.8579  0.00
H -1.3788 4.1539 -1.9455  0.01
H 0.3030 3.7048 -1.6286  0.00
N 2.0299 -5.4815 3.4944  0.00
C 2.6087 -4.6898 2.5570  0.00
O 3.7387 -4.9676 2.1802  0.00
C 1.9125 -3.5053 1.9569  0.01
C 0.5971 -3.1313 2.2998  0.00
C -0.0094 -2.0450 1.6597  0.02
N 0.6619 -1.3214 0.7227  0.18
C 1.9338 -1.6608 0.3813  0.03
C 2.5764 -2.7422 0.9823  0.00
H 2.5448 -6.2920 3.8702  0.00
H 1.0842 -5.3144 3.8567  0.00
H 0.0152 -3.6757 3.0256  0.00
H -1.0322 -1.8125 1.8899  0.00
H 2.4486 -1.1193 -0.3864  0.00
H 3.5801 -2.9919 0.6628  0.00

Forces on the atoms, in the same order (eV/Å):
1.4 -0.4 -1.8
-0.2 0.0 0.2
-0.4 0.0 0.4
-0.9 -0.4 -0.4
0.0 0.0 1.0
0.1 0.1 -0.1
-0.1 0.1 -0.1
-0.3 -0.1 -0.5
-0.2 -0.2 0.2
-0.1 0.1 0.2
0.2 -0.1 0.1
-0.5 1.3 1.6
-0.1 0.4 0.2
-0.6 1.2 0.2
-2.5 1.1 0.6
-0.5 -0.4 -1.4
0.1 -0.1 -0.1
0.4 -0.2 0.1
0.2 -0.2 0.0
0.1 -0.2 -0.1
0.2 -0.1 -0.3
3.6 -1.8 -1.3
0.0 0.1 0.0
0.2 -0.1 0.1
-0.1 0.0 0.1
0.0 0.1 0.1
-0.1 0.1 0.0
0.2 0.0 -0.1
-0.1 0.0 -0.1
0.1 -0.1 -0.1
-0.1 0.2 0.0
-0.1 0.0 0.1
0.0 -0.2 -0.1
-0.1 0.1 0.0
-0.1 0.1 0.1
0.1 -0.1 0.1
-0.2 0.0 0.0
-1.5 0.3 0.5
1.9 -1.7 0.3
-0.5 0.8 -0.3
-1.1 0.8 -0.1
0.3 0.6 -0.7
1.8 -0.9 -0.2
0.4 -0.8 1.2
-0.7 -1.2 1.3
-0.4 0.1 0.0
-0.3 0.9 -0.5
0.9 -0.3 -0.3
0.0 -0.1 0.1
-0.2 0.3 -0.1
-0.1 0.4 -0.2
0.0 -0.2 0.2

Results
HOMO energy (alpha / beta) = -13.36 / -15.12 eV
2S+1 = 6
⟨S²⟩ = 8.77
total charge = +2

***

- total charge of number 4 (C19H29N2ORu)?
  +2

***

Copy entry 2 word for word.
Below is 2 unconnected molecules or ions with the total composition C3H5N2 at a distorted geometry, with properties calculated with ωB97M-V/def2-TZVPD.

Last column: natural (NBO) charge in e.
Positions of all 10 atoms, in Å:
C 1.1480 -1.1780 -0.0006  -0.19
C 0.7920 0.0718 -0.3605  -0.28
C -0.4506 0.7570 -0.1884  -0.14
N -2.6172 -0.2097 -0.1270  0.35
N -1.5292 0.0030 -0.0967  0.08
H 2.1677 -1.6502 -0.0535  0.26
H 0.3932 -1.7843 0.4165  0.19
H 1.5579 0.6862 -0.7966  0.26
H -0.7315 1.5056 1.6304  0.17
H -0.7305 1.7985 -0.4236  0.32

Forces on the atoms, in the same order (eV/Å):
0.4 0.1 -0.1
1.8 0.6 -0.4
2.1 1.3 1.6
0.7 -1.0 0.2
-4.1 0.0 0.0
-1.2 1.0 -0.3
-0.7 -1.0 0.6
0.2 0.4 0.0
0.3 -0.6 -1.2
0.5 -0.7 -0.4

Results
HOMO energy (alpha / beta) = -14.86 / -15.22 eV
2S+1 = 1
total charge = +1